This record from the OMol25 dataset describes a structure of composition C24H36F12K4O16V. The level of theory is ωB97M-V/def2-TZVPD.

CARTESIAN COORDINATES (ANGSTROEM)
H1 13.29 -22.40 27.57
F1 4.63 -25.78 19.15
F2 2.75 -26.14 20.12
H2 7.80 -19.50 26.80
C1 7.84 -29.30 26.51
C2 12.73 -25.27 22.99
F3 9.54 -23.38 22.50
C3 8.44 -22.74 24.42
H3 5.28 -24.45 28.93
K1 6.92 -27.64 29.40
H4 14.27 -22.41 26.17
O1 9.57 -28.87 28.54
K2 10.74 -27.40 31.01
F4 13.38 -26.41 23.29
O2 4.70 -25.69 22.66
H5 7.52 -22.08 26.81
H6 6.13 -21.67 29.78
C4 6.38 -27.81 22.33
C5 10.94 -22.38 29.73
H7 5.88 -23.36 27.87
C6 8.26 -25.91 32.95
H8 12.11 -24.24 29.49
F5 11.78 -25.53 22.11
K3 5.24 -25.86 25.67
F6 8.84 -21.38 22.43
C7 13.38 -22.88 26.59
C8 8.52 -21.68 26.64
F7 13.56 -24.44 22.44
H9 9.97 -29.06 26.49
O3 8.05 -23.80 24.88
C9 12.11 -24.59 24.21
H10 15.68 -30.33 28.87
H11 11.21 -21.59 29.04
H12 11.18 -24.03 28.16
O4 7.95 -25.97 31.52
H13 4.86 -22.49 30.32
O5 13.99 -29.40 26.89
C10 5.90 -22.70 30.07
C11 8.41 -20.29 27.24
C12 11.12 -23.86 29.23
H14 9.39 -19.95 27.58
O6 7.27 -24.46 28.88
H15 7.84 -26.18 22.57
H16 13.42 -23.96 26.76
H17 16.48 -30.39 31.28
H18 9.52 -24.74 34.37
O7 8.70 -21.64 25.19
O8 12.49 -23.34 24.39
C13 14.97 -29.99 29.63
F8 3.81 -24.25 20.53
O9 14.33 -28.86 29.12
C14 8.74 -24.58 33.62
F9 13.78 -26.61 26.72
H19 7.92 -24.26 34.25
O10 7.10 -28.03 26.38
H20 15.06 -29.39 31.79
O11 5.64 -27.18 21.29
H21 12.09 -21.57 25.43
C15 7.78 -27.27 22.50
H22 8.48 -27.69 21.78
C16 8.59 -22.61 22.89
O12 11.46 -25.23 24.99
H23 5.74 -27.90 23.21
C17 3.95 -25.58 20.35
C18 13.14 -27.36 27.61
C19 12.26 -22.63 25.62
H24 6.49 -28.84 22.00
O13 9.57 -22.13 30.02
H25 11.28 -22.82 26.07
H26 8.07 -27.70 23.46
O14 6.67 -22.83 31.22
V1 8.51 -23.96 30.67
C20 4.79 -26.17 21.53
F10 12.96 -26.65 28.78
F11 7.47 -23.08 22.33
H27 16.22 -28.75 30.66
H28 9.07 -26.65 33.00
C21 13.88 -28.65 27.80
H29 11.51 -22.20 30.64
H30 7.19 -30.07 26.93
H31 7.52 -26.35 33.61
C22 15.73 -29.66 30.98
C23 9.27 -29.44 27.23
H32 9.46 -30.51 27.22
H33 9.29 -22.35 27.02
F12 11.91 -27.52 27.07
H34 8.01 -29.68 25.50
C24 6.09 -23.71 28.88
H35 8.00 -20.58 28.20
H36 14.25 -30.80 29.62
O15 10.26 -24.86 29.72
O16 9.14 -23.53 32.80
K4 9.25 -26.16 26.95

Calculated values
Frontier orbital gap (alpha / beta) (eV): 4.2 / 4.4
2S+1: 3
Net charge: -1
Molar mass (g/mol): 1015.848
⟨S²⟩: 2.013

This record from the OMol25 dataset describes the molecule C2HNO2S. The level of theory is ωB97M-V/def2-TZVPD.

CARTESIAN COORDINATES (ANGSTROEM)
S1 1.14 2.48 0.20
N1 -0.45 0.08 0.28
H1 -1.76 -0.96 -0.72
O1 1.42 -1.96 -0.14
C1 0.64 0.99 0.17
C2 0.77 -0.41 0.30
O2 -1.75 -0.21 -0.08

Calculated values
Frontier orbital gap (eV): 8.3
2S+1: 1
Relative energy (zero: lowest compared OMol25 entry of this formula, charge and spin) (eV): 8.9350
Net charge: 0
Molar mass (g/mol): 103.102

This record from the OMol25 dataset describes the molecule C3H5N3OS. The level of theory is ωB97M-V/def2-TZVPD.

CARTESIAN COORDINATES (ANGSTROEM)
H1 -2.52 -1.48 -0.13
H2 2.51 1.39 -0.42
N1 -2.23 -0.49 -0.01
S1 2.95 -0.84 -0.02
N2 -0.41 0.99 0.02
H3 0.11 -2.26 0.02
O1 1.73 1.91 -0.11
N3 0.95 0.88 0.34
C1 1.36 -0.42 0.20
H4 -2.77 0.15 -0.57
H5 -0.92 1.65 0.58
C2 0.14 -1.19 0.10
C3 -0.89 -0.30 0.00

Calculated values
Frontier orbital gap (eV): 8.6
2S+1: 1
Relative energy (zero: lowest compared OMol25 entry of this formula, charge and spin) (eV): 2.7822
Net charge: 0
Molar mass (g/mol): 131.160

This record from the OMol25 dataset describes a cluster of 13 separate species, C8H42O17 in total. The level of theory is ωB97M-V/def2-TZVPD.

CARTESIAN COORDINATES (ANGSTROEM)
O1 -0.47 0.23 4.67
H1 -2.47 -2.77 -2.26
C1 -0.93 -0.52 0.62
H2 -1.00 0.91 4.28
C2 -0.62 3.40 2.15
H3 1.98 -1.63 -1.53
C3 3.89 2.14 -2.19
O2 1.85 1.26 -1.91
O3 -1.13 -2.35 4.37
H4 1.07 -0.23 0.61
C4 0.08 3.38 0.74
H5 2.14 3.21 -1.58
H6 -2.02 -4.28 0.67
H7 -0.48 -2.95 4.75
H8 -0.55 -3.85 0.25
O4 0.34 -0.19 1.23
H9 2.78 0.36 3.36
O5 0.63 2.60 -3.90
H10 -1.49 -2.35 1.77
H11 1.16 2.29 -3.14
H12 0.39 0.67 -4.62
H13 -2.86 -2.13 -0.99
H14 3.13 -1.48 -0.52
H15 -4.01 -4.88 1.74
C5 -0.21 1.49 -4.21
H16 1.82 -3.66 0.10
H17 -1.40 4.17 2.22
H18 -0.75 -1.15 -0.26
C6 -1.18 1.11 -3.11
H19 2.06 0.42 -1.45
O6 4.66 3.20 -1.80
H20 0.98 2.69 0.79
C7 -1.87 -1.35 1.50
O7 -1.08 2.07 2.48
O8 1.09 -3.30 0.67
H21 -0.75 1.82 -5.07
O9 -1.89 0.01 -3.52
H22 2.81 2.16 -0.38
O10 2.27 -1.10 -0.75
H23 -3.61 -2.27 1.28
O11 -3.01 -2.09 -1.93
H24 -1.32 0.43 0.28
O12 0.33 -1.93 -2.73
O13 0.72 4.59 0.24
C8 2.59 2.26 -1.45
H25 -2.88 -4.56 2.63
O14 -3.42 -4.20 1.91
H26 -1.93 1.88 -2.96
H27 -0.76 0.98 -2.13
H28 -0.15 -2.68 -2.38
H29 -0.59 3.14 -0.09
H30 -0.92 -0.55 4.53
H31 -0.77 1.51 1.81
H32 0.02 3.71 3.01
H33 -2.41 -0.30 -2.76
H34 -0.41 -1.38 -2.94
O15 2.25 1.04 2.95
H35 -1.91 -2.52 4.90
H36 4.54 3.88 -2.40
H37 1.19 5.00 0.89
H38 1.48 0.55 2.69
H39 1.27 -2.34 0.62
H40 4.41 1.26 -1.78
H41 -2.11 -0.88 2.48
O16 -1.33 -4.42 0.00
H42 3.79 2.17 -3.23
O17 -3.06 -1.71 0.75

Calculated values
Frontier orbital gap (eV): 9.1
2S+1: 1
Relative energy (zero: lowest compared OMol25 entry of this formula, charge and spin) (eV): 0.5594
Net charge: 0
Molar mass (g/mol): 410.407

Number 1: largest force on an atom 4.2 eV/Å. Number 2: largest force on an atom 9.3 eV/Å. Number 3: largest force on an atom 1.1 eV/Å. Number 4: largest force on an atom 4.5 eV/Å.